The following is a quantum chemistry calculation of a structure of composition C26H41F5GeN4NaS in a non-equilibrium geometry, from the Open Molecules 2025 dataset.

```
79
Properties=species:S:1:pos:R:3:lowdin_charge:R:1
Na 10.276 8.780 13.490 0.12
C 9.400 5.615 13.413 -0.18
C 9.874 5.999 12.062 -0.22
N 11.170 6.690 11.937 -0.05
C 12.294 5.951 12.597 -0.17
C 12.964 6.780 13.677 -0.25
N 12.053 7.295 14.629 -0.07
C 11.429 6.275 15.574 -0.17
C 9.934 6.412 15.728 -0.20
N 9.288 6.685 14.439 -0.07
H 8.471 5.142 13.273 0.11
H 10.138 4.896 13.849 0.12
H 10.016 5.019 11.516 0.14
H 9.160 6.604 11.552 0.10
H 11.350 6.665 10.978 0.02
H 11.864 5.048 13.063 0.10
H 13.087 5.789 11.829 0.13
H 13.808 6.243 14.113 0.13
H 13.356 7.647 13.166 0.10
H 12.446 7.995 15.227 0.08
H 11.783 5.290 15.293 0.10
H 11.918 6.349 16.604 0.14
H 9.530 5.556 16.329 0.14
H 9.735 7.323 16.285 0.12
H 8.374 7.028 14.596 0.10
F 7.155 14.093 16.398 0.14
C 8.075 13.218 16.033 -0.17
C 7.790 12.028 15.386 -0.16
F 6.516 11.627 15.358 0.11
C 8.813 11.202 14.878 -0.21
F 8.556 10.019 14.290 0.03
C 10.165 11.605 14.968 -0.57
S 11.534 10.710 14.385 0.61
C 10.381 12.830 15.545 -0.24
F 11.638 13.349 15.732 0.05
C 9.365 13.622 16.057 -0.16
F 9.603 14.835 16.555 0.13
N 8.428 9.718 11.300 0.10
C 8.615 11.097 11.514 -0.39
C 7.566 11.863 12.015 -0.03
C 7.836 13.144 12.491 -0.10
C 9.068 13.715 12.423 -0.08
C 10.110 12.949 11.859 -0.03
C 9.847 11.641 11.347 -0.07
H 8.537 9.482 10.263 0.09
H 7.461 9.503 11.395 0.08
H 6.641 11.331 12.219 0.12
H 7.014 13.793 12.873 0.14
H 9.272 14.741 12.741 0.12
H 11.129 13.255 11.853 0.10
H 10.618 10.903 11.124 0.07
C 16.529 9.198 8.883 -0.05
C 15.198 8.810 9.664 -0.26
C 14.457 9.969 10.324 -0.28
C 13.096 9.442 10.698 -0.27
Ge 12.406 8.710 8.940 1.19
C 12.360 9.500 7.197 -0.30
C 10.831 9.608 6.987 -0.27
C 10.111 10.262 8.223 -0.27
C 8.623 10.438 7.903 -0.08
H 16.968 8.286 8.530 0.06
H 17.247 9.706 9.536 0.08
H 16.264 9.885 8.067 0.08
H 15.361 8.055 10.450 0.12
H 14.541 8.268 8.881 0.07
H 14.396 10.854 9.724 0.11
H 14.949 10.263 11.310 0.16
H 12.345 10.080 11.221 0.06
H 13.150 8.502 11.252 0.03
H 12.104 7.185 8.875 0.01
H 12.823 8.803 6.478 0.09
H 12.775 10.475 7.123 0.07
H 10.515 8.596 6.874 0.09
H 10.563 10.084 6.039 0.13
H 10.601 11.182 8.535 0.12
H 10.272 9.578 9.063 0.04
H 8.442 11.093 7.050 0.09
H 8.128 10.991 8.713 0.07
H 8.076 9.537 7.709 0.08
```

As for the energy: -4370.73638 a.u. The relative energy (zero: lowest compared OMol25 entry of this formula, charge and spin) comes out at 2.793 eV. The multiplicity is 1. As for the HOMO-LUMO gap: 4.378 eV. Its net charge is +1.